Computed, not measured: a cluster of 4 separate species, C32H54F3N3O8 in total at a distorted geometry, with ωB97M-V/def2-TZVPD.

The geometry in XYZ format:
```
100
Properties=species:S:1:pos:R:3:forces:R:3
O -5.033842 -4.677141 2.109961 -1.58 3.38 -2.44
C -5.513640 -3.756506 1.374044 1.05 -2.29 1.74
C -7.041509 -3.870539 0.970666 0.91 2.77 -2.62
C -7.489765 -3.109573 -0.158920 0.12 -1.57 2.50
C -9.020484 -3.270291 -0.575306 1.08 -0.22 -1.06
C -9.959471 -2.026136 -0.189881 -1.82 -1.35 -1.05
C -11.133138 -2.463096 0.825067 -0.79 1.27 -0.88
F -11.380678 -3.810178 1.227269 1.99 2.51 0.68
C -12.002869 -1.421971 1.323863 0.60 -1.34 -0.30
F -13.116213 -1.069416 0.488013 3.35 1.13 2.30
F -11.726030 -0.774471 2.554698 -2.55 -1.77 -2.40
C -6.507703 -2.176135 -0.998656 0.17 0.48 -1.48
O -6.821415 -1.812714 -2.159844 0.80 -1.03 3.77
C -5.101761 -1.750493 -0.358045 2.19 0.25 1.49
C -4.259491 -0.593285 -0.933882 1.32 -2.29 2.98
C -2.890577 -0.293361 -0.259749 -2.03 -2.61 1.31
C -2.377383 -1.113994 0.960519 -2.81 -1.16 -1.91
C -3.214151 -2.278886 1.549485 -1.46 1.86 -3.21
C -4.577827 -2.576284 0.875518 0.74 1.93 -1.27
H -7.711134 -4.547340 1.588611 1.08 0.91 -0.99
H -9.043534 -3.382629 -1.723311 0.06 0.18 1.80
H -9.373908 -4.277681 -0.150530 0.35 1.78 -0.46
H -10.507417 -1.716705 -1.162378 0.88 -0.27 1.43
H -9.403801 -1.095412 0.166300 -0.72 -1.57 -0.09
H -4.633091 -0.025719 -1.842907 0.59 -0.83 1.40
H -2.215396 0.533146 -0.661211 -1.17 -1.27 0.61
H -1.352678 -0.857826 1.408882 -2.09 -0.62 -1.01
H -2.855683 -2.922942 2.431665 -0.67 1.19 -1.62
C -0.391894 -2.532919 -1.399830 0.11 0.20 0.11
O 0.447118 -2.651454 -0.261955 -0.13 -0.28 -0.24
C 0.933524 -3.979460 -0.057031 0.46 0.16 0.42
C 2.444197 -4.037032 -0.290627 -0.43 0.11 -0.41
N 2.765079 -3.868336 -1.709273 0.13 0.02 0.29
C 4.191812 -3.655482 -1.965813 -0.26 0.22 -0.19
C 4.825727 -2.371332 -1.408877 0.30 -0.20 -0.37
O 4.347636 -1.178786 -2.022125 -0.03 -0.28 0.49
C 3.157730 -0.655991 -1.449388 0.07 0.29 -0.43
H -0.822454 -1.530615 -1.398330 0.10 -0.13 0.05
H 0.181016 -2.659355 -2.321827 -0.08 -0.13 -0.14
H -1.208593 -3.258920 -1.362278 -0.01 0.00 -0.07
H 0.404457 -4.712719 -0.674213 0.06 0.15 -0.12
H 0.736659 -4.229087 0.990940 0.00 -0.03 -0.04
H 2.825692 -5.005006 0.051929 0.00 0.05 -0.04
H 2.903301 -3.249662 0.316397 -0.03 -0.04 0.25
H 2.254631 -3.068449 -2.069073 0.04 -0.14 0.06
H 4.310869 -3.642619 -3.054219 0.11 0.04 0.09
H 4.752448 -4.522541 -1.600013 -0.04 0.06 0.08
H 5.894921 -2.414890 -1.641779 -0.06 0.03 -0.02
H 4.758894 -2.305438 -0.317760 -0.19 0.05 0.00
H 3.081835 -0.860629 -0.380056 -0.02 -0.14 0.01
H 2.284754 -1.045375 -1.978240 -0.16 -0.01 0.22
H 3.162113 0.427614 -1.595018 0.09 -0.07 -0.02
C 1.446552 3.540542 5.551829 0.08 -0.30 0.10
O 0.607484 2.664968 6.286418 -0.05 0.42 -0.12
C -0.639554 3.257915 6.655426 -0.31 -0.55 0.17
C -1.792935 2.585526 5.908770 0.44 0.34 -0.23
N -1.766743 2.922955 4.483998 -0.12 -0.20 0.20
C -2.680207 2.113027 3.673486 0.40 0.06 -0.15
C -2.396104 0.606061 3.581502 -0.44 0.23 -0.28
O -1.195060 0.286316 2.882406 0.18 0.45 1.17
C -0.023778 0.302521 3.688182 0.22 0.02 -0.42
H 2.418815 3.057250 5.435291 -0.12 -0.03 0.06
H 1.036597 3.731668 4.557181 0.02 0.21 -0.06
H 1.592193 4.484048 6.084787 -0.02 0.05 -0.08
H -0.642132 4.342164 6.503506 0.06 -0.09 -0.18
H -0.769957 3.076076 7.727228 -0.01 0.03 -0.04
H -2.743730 2.917254 6.339608 0.04 -0.03 -0.05
H -1.701611 1.505237 6.062391 -0.04 -0.06 0.24
H -0.824725 2.788593 4.131469 -0.13 0.06 0.08
H -2.639124 2.523795 2.659189 -0.08 -0.13 0.02
H -3.703933 2.265553 4.031500 0.06 -0.07 0.07
H -3.206561 0.162969 2.994357 0.08 0.04 0.02
H -2.426197 0.109259 4.556768 0.20 0.05 0.04
H -0.221426 0.013757 4.721446 -0.06 0.10 0.03
H 0.445277 1.287943 3.647377 0.07 -0.02 0.25
H 0.688791 -0.408034 3.260623 -0.12 -0.02 -0.01
C 8.642127 2.127638 -5.686908 -0.02 -0.21 0.24
O 8.617026 2.405070 -4.296842 0.08 0.28 -0.34
C 8.761928 3.794759 -3.997377 -0.21 -0.04 0.62
C 7.465622 4.352813 -3.407011 0.08 -0.21 -0.56
N 6.411709 4.423949 -4.421181 0.06 0.02 0.30
C 5.083927 4.702477 -3.867631 0.03 -0.27 -0.26
C 4.469307 3.643881 -2.938752 -0.37 0.25 -0.20
O 4.144355 2.422079 -3.591795 0.27 0.22 0.39
C 5.218546 1.495485 -3.682325 -0.37 -0.24 -0.40
H 8.664909 1.043348 -5.814057 -0.01 0.09 0.10
H 7.745287 2.512208 -6.178310 0.05 0.08 -0.19
H 9.536008 2.548663 -6.155343 -0.05 0.05 -0.07
H 9.086737 4.373116 -4.868484 -0.16 -0.11 -0.06
H 9.548090 3.873242 -3.239185 -0.03 0.02 -0.04
H 7.652471 5.357078 -3.011391 -0.04 -0.04 -0.03
H 7.173376 3.702370 -2.576117 0.17 0.01 0.18
H 6.370639 3.538693 -4.915534 0.03 0.13 0.08
H 4.412679 4.826473 -4.723761 -0.05 -0.01 0.14
H 5.110111 5.666721 -3.348340 0.06 -0.07 0.05
H 3.517409 4.048173 -2.578095 0.03 -0.03 -0.05
H 5.075946 3.462059 -2.045103 0.15 -0.10 -0.09
H 5.906817 1.566863 -2.838523 0.05 0.08 -0.01
H 5.751258 1.632306 -4.626693 0.26 -0.01 0.10
H 4.794896 0.489233 -3.697461 0.01 0.14 0.10
```
Forces are in eV/Å.

Calculated values
frontier orbital gap = 0.2397 hartree
SMILES = O=C1C=C(CCC(F)=C(F)F)C(=O)c2ccccc21.COCCNCCOC.COCCNCCOC.COCCNCCOC
HOMO level = -0.2972 Eh
DFT total energy = -2316.93172 Ha